1.
{
  "formula": "C13H15OS",
  "method": "the ωB97M-V functional and the def2-TZVPD basis",
  "symbols": ["C", "S", "C", "C", "C", "O", "C", "C", "C", "C", "C", "C", "C", "C", "C", "H", "H", "H", "H", "H", "H", "H", "H", "H", "H", "H", "H", "H", "H", "H"],
  "xyz": [[4.877, -1.378, -0.924], [3.727, -0.337, -0.031], [2.199, -0.830, -0.691], [0.972, -0.770, 0.453], [-0.112, -1.699, -0.151], [1.436, -0.944, 1.566], [0.134, 0.622, 0.227], [0.209, 1.313, 1.560], [-1.028, 1.415, 2.171], [-2.053, 1.102, 1.211], [-3.420, 1.402, 1.217], [-4.138, 1.349, 0.021], [-3.521, 0.925, -1.175], [-2.148, 0.633, -1.191], [-1.421, 0.724, -0.009], [5.598, -1.775, -0.210], [4.333, -2.191, -1.400], [5.387, -0.760, -1.665], [1.977, -0.180, -1.548], [2.320, -1.845, -1.062], [0.205, -2.727, -0.202], [-0.953, -1.605, 0.519], [-0.406, -1.357, -1.148], [0.666, 1.029, -0.658], [1.158, 1.524, 2.040], [-1.228, 1.689, 3.200], [-3.863, 1.824, 2.111], [-5.175, 1.679, -0.023], [-4.080, 0.879, -2.106], [-1.651, 0.289, -2.105]],
  "nbo_charge": [-0.75, 0.21, -0.65, 0.42, -0.66, -0.84, -0.39, -0.07, -0.31, 0.01, -0.24, -0.25, -0.25, -0.23, 0.02, 0.21, 0.21, 0.20, 0.17, 0.19, 0.18, 0.20, 0.18, 0.23, 0.22, 0.20, 0.19, 0.19, 0.19, 0.20],
  "energy_ha": -977.737800,
  "smiles": "CSC[C@@](C)([O-])[C@@H]1C=Cc2ccccc21",
  "orbital_gap_ev": 6.68,
  "spin_multiplicity": 1,
  "charge": -1
}

2.
{
  "formula": "C2H8NO5",
  "method": "the ωB97M-V functional and the def2-TZVPD basis",
  "symbols": ["C", "C", "N", "O", "O", "O", "O", "O", "H", "H", "H", "H", "H", "H", "H", "H"],
  "xyz": [[-2.231, -1.066, 0.188], [0.020, 1.093, -0.011], [3.060, -0.246, -0.567], [-1.935, -2.225, 0.653], [-2.873, -0.248, 1.013], [-0.845, 2.155, 0.066], [1.198, 1.284, 0.093], [-0.422, -0.096, -0.071], [3.029, -1.198, -0.528], [3.830, 0.146, -0.146], [3.140, -0.082, -1.574], [-1.652, -2.121, 1.637], [-3.548, 0.327, 0.602], [-0.372, 2.915, -0.307], [2.192, 0.275, -0.152], [-2.593, -0.912, -0.898]],
  "nbo_charge": [0.74, 1.01, -0.87, -0.59, -0.65, -0.70, -0.72, -0.74, 0.42, 0.42, 0.43, 0.53, 0.53, 0.50, 0.47, 0.22],
  "energy_ha": -511.707710,
  "orbital_gap_ev": 10.88,
  "spin_multiplicity": 1,
  "charge": 1
}

3.
{
  "formula": "C51H57AsN2O2ReSTe",
  "method": "the ωB97M-V functional and the def2-TZVPD basis",
  "symbols": ["Re", "C", "C", "C", "C", "C", "C", "C", "C", "C", "C", "H", "H", "H", "H", "H", "H", "H", "H", "H", "H", "H", "H", "H", "H", "H", "O", "As", "C", "C", "C", "C", "C", "C", "C", "C", "C", "C", "C", "C", "C", "C", "C", "C", "C", "C", "H", "H", "H", "H", "H", "H", "H", "H", "H", "H", "H", "H", "H", "H", "H", "C", "C", "C", "C", "C", "C", "C", "C", "C", "C", "C", "C", "O", "H", "H", "H", "H", "H", "H", "H", "H", "H", "H", "H", "H", "H", "H", "H", "H", "H", "C", "C", "C", "C", "N", "C", "S", "N", "H", "H", "H", "H", "H", "Te", "C", "C", "C", "C", "C", "C", "H", "H", "H", "H", "H"],
  "xyz": [[-0.237, -0.893, -0.087], [-2.174, 2.089, 1.106], [-1.705, 1.044, 1.824], [-0.293, 0.793, 1.454], [0.057, 1.952, 0.594], [-1.073, 2.658, 0.337], [-1.241, 3.848, -0.555], [1.471, 2.350, 0.282], [0.613, 0.560, 2.655], [-2.340, 0.382, 3.005], [-3.569, 2.628, 1.072], [-1.784, 4.653, -0.050], [-1.819, 3.589, -1.450], [-0.285, 4.252, -0.888], [1.922, 2.852, 1.147], [1.533, 3.050, -0.551], [2.117, 1.499, 0.055], [0.625, 1.460, 3.285], [1.639, 0.335, 2.376], [0.261, -0.270, 3.269], [-1.907, 0.787, 3.928], [-2.172, -0.696, 3.028], [-3.416, 0.545, 3.048], [-3.611, 3.682, 1.363], [-4.230, 2.073, 1.739], [-3.987, 2.556, 0.061], [-0.655, 0.227, -1.773], [-0.782, 0.076, -3.462], [-0.382, 1.831, -4.090], [0.507, 2.578, -3.329], [0.928, 3.818, -3.787], [0.452, 4.309, -4.996], [-0.434, 3.556, -5.755], [-0.848, 2.310, -5.308], [0.488, -0.996, -4.422], [1.835, -0.746, -4.191], [2.796, -1.493, -4.851], [2.411, -2.474, -5.757], [1.065, -2.696, -6.010], [0.094, -1.959, -5.343], [-2.577, -0.385, -3.916], [-2.978, -1.721, -3.935], [-4.315, -2.025, -4.147], [-5.244, -1.010, -4.320], [-4.846, 0.319, -4.277], [-3.513, 0.635, -4.070], [0.845, 2.202, -2.374], [1.617, 4.404, -3.193], [0.773, 5.281, -5.348], [-0.800, 3.937, -6.700], [-1.517, 1.716, -5.919], [2.140, 0.011, -3.480], [3.844, -1.312, -4.654], [3.162, -3.062, -6.268], [0.762, -3.455, -6.721], [-0.951, -2.148, -5.542], [-2.270, -2.513, -3.741], [-4.631, -3.061, -4.148], [-6.288, -1.254, -4.475], [-5.575, 1.111, -4.389], [-3.213, 1.672, -4.000], [-0.726, -4.664, 1.192], [0.225, -4.226, 2.309], [-0.394, -3.151, 3.202], [1.613, -3.898, 1.779], [2.570, -4.907, 1.903], [3.872, -4.743, 1.473], [4.231, -3.529, 0.913], [3.321, -2.489, 0.754], [3.870, -1.199, 0.161], [3.094, -0.631, -1.024], [4.123, -0.145, 1.239], [2.001, -2.695, 1.179], [1.098, -1.672, 1.026], [-1.668, -5.033, 1.609], [-0.284, -5.470, 0.600], [-0.960, -3.845, 0.509], [0.382, -5.098, 2.947], [-0.765, -2.307, 2.626], [0.331, -2.768, 3.924], [-1.235, -3.570, 3.760], [2.270, -5.841, 2.366], [4.598, -5.540, 1.586], [5.253, -3.373, 0.581], [4.851, -1.478, -0.233], [2.164, -0.144, -0.718], [2.836, -1.414, -1.735], [3.702, 0.133, -1.521], [3.195, 0.131, 1.736], [4.556, 0.761, 0.804], [4.809, -0.523, 2.000], [0.958, -7.432, -3.072], [1.500, -6.144, -2.523], [2.822, -6.026, -2.109], [3.206, -4.800, -1.606], [2.375, -3.767, -1.514], [1.121, -3.977, -1.911], [-0.064, -2.673, -1.824], [0.647, -5.125, -2.419], [1.745, -8.047, -3.510], [0.193, -7.223, -3.818], [0.489, -8.003, -2.268], [3.517, -6.852, -2.182], [4.223, -4.629, -1.263], [-2.890, -1.371, -0.403], [-4.089, -1.729, 1.290], [-5.191, -0.889, 1.454], [-6.130, -1.153, 2.448], [-5.971, -2.246, 3.286], [-4.875, -3.086, 3.120], [-3.947, -2.837, 2.119], [-5.303, -0.016, 0.822], [-6.978, -0.490, 2.572], [-6.700, -2.450, 4.061], [-4.745, -3.944, 3.769], [-3.103, -3.502, 1.990]],
  "lowdin_spin": [2.55, 0.01, 0.01, 0.00, 0.01, 0.01, 0.00, 0.00, 0.00, 0.00, 0.00, 0.00, 0.00, 0.00, 0.00, 0.00, 0.00, 0.00, 0.00, 0.00, 0.00, 0.00, 0.00, 0.00, 0.00, 0.00, 0.10, 0.01, 0.00, 0.00, 0.00, 0.00, 0.00, 0.00, 0.00, 0.00, 0.00, 0.00, 0.00, 0.00, 0.00, 0.00, 0.00, 0.00, 0.00, 0.00, 0.00, 0.00, 0.00, 0.00, 0.00, 0.00, 0.00, 0.00, 0.00, 0.00, 0.00, 0.00, 0.00, 0.00, 0.00, 0.00, 0.00, 0.00, 0.01, 0.00, 0.01, 0.00, 0.01, 0.00, 0.01, 0.00, 0.01, 0.12, 0.00, 0.00, 0.00, 0.00, 0.00, 0.00, 0.00, 0.00, 0.00, 0.00, 0.00, 0.01, 0.00, 0.00, 0.00, 0.00, 0.00, 0.00, 0.00, 0.00, 0.00, 0.01, 0.01, 0.06, 0.00, 0.00, 0.00, 0.00, 0.00, 0.00, 0.00, 0.01, 0.00, 0.00, -0.01, 0.00, 0.00, 0.00, 0.00, 0.00, 0.00, 0.00],
  "energy_ha": -5217.782566,
  "orbital_gap_ev": [6.20, 6.22],
  "spin_multiplicity": 4
}

4.
{
  "formula": "C24H18BaBrN5O9S",
  "method": "the ωB97M-V functional and the def2-TZVPD basis",
  "symbols": ["Ba", "O", "C", "N", "C", "C", "C", "C", "C", "C", "N", "C", "C", "C", "C", "C", "N", "H", "H", "H", "H", "H", "H", "H", "H", "H", "H", "O", "C", "O", "C", "C", "C", "C", "C", "N", "C", "O", "O", "H", "H", "H", "H", "O", "S", "O", "O", "O", "Br", "C", "C", "C", "N", "C", "C", "H", "H", "H", "H"],
  "xyz": [[-0.054, 0.072, -0.581], [0.195, -2.514, 2.892], [0.453, -1.936, 1.811], [0.535, -0.650, 1.550], [0.352, 0.234, 2.661], [-0.876, 1.151, 2.545], [-1.249, 1.605, 3.932], [-1.948, 2.729, 4.138], [-2.197, 3.607, 3.040], [-1.528, 3.370, 1.886], [-0.687, 2.319, 1.711], [0.915, -2.797, 0.647], [1.204, -4.138, 0.920], [1.857, -4.904, -0.025], [2.216, -4.308, -1.230], [1.839, -2.993, -1.437], [1.179, -2.258, -0.546], [1.231, 0.879, 2.762], [0.244, -0.350, 3.580], [-1.036, 0.905, 4.728], [-2.298, 2.988, 5.132], [-2.831, 4.476, 3.134], [-1.622, 4.043, 1.053], [0.925, -4.518, 1.893], [2.109, -5.940, 0.172], [2.775, -4.847, -1.985], [2.075, -2.493, -2.373], [-0.987, 3.807, -2.567], [-0.514, 2.823, -1.720], [-0.434, 1.678, -2.187], [-0.105, 3.263, -0.452], [0.242, 4.611, -0.167], [1.197, 4.857, 0.784], [1.994, 3.733, 1.179], [1.580, 2.476, 0.898], [0.193, 2.263, 0.533], [2.538, 1.377, 0.472], [3.647, 1.280, 1.016], [2.105, 0.719, -0.529], [-1.267, 3.310, -3.343], [-0.194, 5.406, -0.761], [1.496, 5.867, 1.036], [3.011, 3.881, 1.524], [-3.972, -0.248, 0.844], [-2.558, -0.032, 0.660], [-2.235, 1.100, -0.193], [-1.873, -1.236, 0.190], [-2.056, 0.335, 2.138], [-0.025, -5.948, -4.811], [-0.339, -4.192, -4.146], [0.188, -3.104, -4.819], [-0.059, -1.849, -4.281], [-0.770, -1.649, -3.179], [-1.275, -2.710, -2.553], [-1.082, -4.013, -2.997], [0.769, -3.227, -5.723], [0.341, -0.958, -4.755], [-1.842, -2.500, -1.651], [-1.492, -4.852, -2.453]],
  "mulliken_charge": [2.29, -0.91, 0.24, 0.26, -2.80, 2.26, -1.68, -0.15, -1.07, 0.25, 0.02, 0.20, -0.78, -0.29, -0.81, -0.82, 0.46, 0.22, 0.89, 0.35, 0.39, 0.40, 0.42, 0.51, 0.38, 0.45, 0.61, -0.61, -0.12, -0.86, -0.34, -0.45, -0.67, -0.90, 0.29, 1.60, 0.36, -0.87, -0.90, 0.34, 0.39, 0.43, 0.49, -0.72, 0.44, -0.54, -0.44, -0.23, -0.21, 0.26, -0.53, -0.28, -0.18, -0.26, -0.54, 0.42, 0.37, 0.53, 0.46],
  "energy_ha": -4874.045894,
  "orbital_gap_ev": 5.00,
  "spin_multiplicity": 1,
  "charge": -2
}

M values (in u) by entry order: 219.3, 126.1, 1150.8, 769.7.